(1)
Molecular formula: C2H16O5S
Method: DFT, ωB97M-V/def2-TZVPD

Positions of all 24 atoms, in Å:
C  -0.724  -0.462  -4.715
C  0.125  0.512  -5.495
S  -0.625  2.123  -5.954
H  -1.633  -0.724  -5.268
H  -1.233  -0.007  -3.857
H  -0.224  -1.322  -4.279
H  1.056  0.698  -4.949
H  0.376  0.139  -6.484
H  -1.969  2.039  -5.804
O  0.053  1.002  5.245
H  0.591  1.781  5.035
H  0.622  0.274  5.469
O  0.887  -3.141  3.175
H  0.994  -3.109  4.137
H  1.543  -3.748  2.844
O  0.441  2.859  2.333
H  -0.254  2.205  2.247
H  0.690  3.010  1.435
O  -0.563  -3.024  6.455
H  -1.504  -3.266  6.471
H  -0.289  -3.497  7.246
O  0.889  -0.915  1.464
H  0.919  -1.320  2.356
H  0.398  -1.615  1.060

SMILES: CCS.O.O.O.O.O
ΔE to the lowest compared entry with this formula, charge and spin, eV: 1.3027
Frontier orbital gap, eV: 9.30
E_HOMO, eV: -8.908

=====

(2)
Molecular formula: C9H60NNaO24V
Method: DFT, ωB97M-V/def2-TZVPD

Positions of all 96 atoms, in Å:
Na  -1.830  -4.856  -4.292
O  -3.149  -6.036  3.410
V  -1.594  -5.680  3.517
O  -1.427  -4.601  4.669
C  -3.027  -0.335  1.703
C  -2.501  -0.224  0.270
C  -2.532  1.292  -0.136
C  -1.283  2.048  0.429
C  -0.017  1.325  -0.030
C  0.078  -0.207  0.490
N  -1.194  -0.902  0.059
O  -1.167  -2.397  0.150
C  0.364  -0.028  2.045
C  1.325  -0.887  -0.092
C  -3.517  -0.909  -0.667
H  -3.961  0.222  1.769
H  -2.471  0.261  2.426
H  -3.180  -1.357  2.050
H  -3.375  1.775  0.358
H  -2.558  1.415  -1.219
H  -1.383  2.074  1.514
H  -1.267  3.084  0.091
H  0.837  1.950  0.229
H  -0.007  1.398  -1.118
H  -0.444  0.391  2.645
H  1.213  0.649  2.134
H  0.653  -0.985  2.481
H  1.315  -0.969  -1.179
H  1.352  -1.932  0.218
H  2.208  -0.315  0.194
H  -3.136  -0.969  -1.687
H  -4.430  -0.324  -0.769
H  -3.732  -1.941  -0.387
O  9.370  1.362  0.204
H  10.025  0.720  0.476
H  8.803  1.466  0.968
O  2.716  -5.381  7.388
H  2.562  -6.160  7.922
H  1.869  -4.938  7.360
O  6.473  -5.253  -1.273
H  6.405  -4.301  -1.196
H  6.086  -5.453  -2.125
O  -8.671  -5.599  2.783
H  -7.719  -5.567  2.872
H  -8.977  -5.978  3.607
O  5.675  -4.774  -5.472
H  6.002  -3.913  -5.211
H  5.407  -4.663  -6.384
O  -5.541  -7.161  -3.366
H  -5.709  -8.094  -3.495
H  -6.272  -6.858  -2.827
O  -10.512  0.086  -3.926
H  -10.659  1.005  -3.704
H  -10.676  -0.388  -3.110
O  -8.039  5.726  3.947
H  -7.809  5.273  4.758
H  -8.195  5.023  3.316
O  2.866  -6.018  3.227
H  3.081  -6.054  4.159
H  3.714  -6.001  2.785
O  -0.596  5.379  -4.302
H  -1.295  6.032  -4.296
H  -0.660  4.950  -3.449
O  4.669  4.133  -3.898
H  4.909  3.598  -4.655
H  4.155  4.852  -4.266
O  -0.226  3.513  7.323
H  -0.450  2.740  7.842
H  0.722  3.456  7.205
O  6.795  3.089  3.876
H  6.233  3.604  4.454
H  6.472  2.193  3.962
O  1.500  8.649  -0.342
H  1.194  7.926  -0.889
H  2.366  8.373  -0.041
O  -4.131  -3.392  -7.597
H  -3.458  -3.560  -8.257
H  -4.899  -3.869  -7.910
O  -2.627  7.280  6.516
H  -2.689  7.346  7.468
H  -2.363  6.374  6.355
O  0.883  1.326  -7.095
H  0.287  2.059  -6.943
H  1.757  1.700  -6.982
O  8.059  -0.737  -3.627
H  8.896  -1.184  -3.753
H  8.094  -0.411  -2.728
O  5.514  6.230  -0.140
H  5.781  5.513  0.437
H  5.357  5.811  -0.986
O  -7.178  1.312  -6.782
H  -7.822  1.115  -6.102
H  -6.765  0.470  -6.973
O  7.527  -1.694  3.702
H  8.135  -2.324  3.313
H  7.417  -1.993  4.604

Charge: +1
Frontier orbital gap, eV: 3.00
E_HOMO, eV: -8.167

=====

(3)
Molecular formula: C3H5IrLiO4
Method: DFT, ωB97M-V/def2-TZVPD

Positions of all 14 atoms, in Å:
Ir  -2.539  1.568  1.056
O  -2.175  0.934  2.861
C  -1.199  0.990  3.630
H  -0.543  1.881  3.631
H  -1.203  0.339  4.522
C  0.596  0.399  1.649
O  -0.288  -0.761  1.505
C  -0.972  -0.929  0.418
O  -1.854  -0.153  0.065
O  -0.397  -1.909  -0.251
Li  1.942  -0.915  2.842
H  1.242  0.649  0.784
H  0.012  1.329  1.576
H  -0.645  -2.763  0.129

Charge: +2
2S+1: 6
Frontier orbital gap (spin up / spin down), eV: 6.25 / 5.75
E_HOMO (spin up / spin down), eV: -14.958 / -17.748